DFT (wB97M-V/def2-TZVPD) results for a molecular structure, C25H19AsN2O9OsS2.

```
59
Properties=species:S:1:pos:R:3
H 1.07 0.21 4.41
O 1.34 2.83 1.97
C 2.62 -0.97 0.52
H 0.69 -0.21 6.84
C -2.15 -1.63 5.63
C -0.76 -0.76 3.87
H 1.34 1.39 -1.98
H -2.39 0.93 -5.45
C -2.07 0.11 -1.67
H 2.36 0.33 -4.39
O 1.99 2.79 -0.71
C 1.32 0.49 -4.64
O 1.87 -3.48 0.18
O 0.09 -1.98 -0.37
H -3.15 2.26 -4.04
H 1.59 -0.24 -2.21
H -3.34 -0.74 -0.15
O 2.07 -1.99 -1.76
C -1.19 -1.20 6.54
N -1.82 -1.06 1.78
H 3.71 2.17 1.21
O -2.84 -3.21 2.62
C -1.91 -1.39 4.30
C -2.03 0.88 -2.86
As 1.24 1.90 0.65
H 1.74 3.72 -0.62
C 0.19 -0.31 4.76
O 0.22 -0.13 1.74
C -0.95 0.81 -3.87
C 4.90 0.41 1.44
H -3.05 -2.13 5.96
H 3.79 -2.72 0.84
C -4.44 0.58 -1.41
C -0.04 -0.54 6.11
O -0.38 1.79 -0.01
C -3.19 1.60 -3.18
H 1.65 0.47 -6.76
S -2.87 -1.80 2.84
C -0.42 0.74 -6.25
H -1.34 -1.36 7.59
C -3.30 -0.09 -1.01
C 3.75 1.10 1.09
H -5.37 0.42 -0.89
H -5.23 2.07 -2.74
H 5.78 -1.53 1.66
C -1.34 0.85 -5.22
C 0.41 0.61 -3.60
C -0.76 -0.63 2.40
C -4.36 1.48 -2.47
C 4.90 -0.97 1.37
Os -0.59 -0.12 -0.32
C 0.92 0.57 -5.96
S 1.60 -2.21 -0.41
N 0.91 0.51 -2.26
O -4.13 -1.13 2.82
H 5.77 0.95 1.78
H -0.77 0.77 -7.28
C 3.78 -1.64 0.92
C 2.60 0.44 0.64
```

multiplicity	5
highest occupied orbital energy (alpha / beta)	-0.3280 / -0.3353	Eh
total charge	0
energy	-132613.399	eV
largest force on an atom	1.49	eV/A
orbital gap (alpha / beta)	0.31674 / 0.24239	Eh